(A)
DFT (ωB97M-V/def2-TZVPD) results for a 2-piece molecular cluster, CH7N3O overall.

The geometry in ORCA input format:
```
! wB97M-V def2-TZVPD RIJCOSX def2/J DEFGRID3
* xyz 0 1
N 0.711 -1.477 -1.484
C 0.171 -0.572 -0.611
N -1.162 -0.296 -0.832
N 0.791 0.015 0.335
H 1.696 -1.647 -1.405
H 0.172 -2.062 -2.100
H -1.730 -1.072 -1.135
H -1.612 0.329 -0.185
H 1.797 -0.136 0.388
H -0.465 1.259 1.816
H 0.326 2.536 2.167
O -0.508 2.084 2.326
*
```

Calculated values
SMILES ... N=C(N)N.O
Gap between HOMO and LUMO ... 9.96 eV


(B)
DFT (ωB97M-V/def2-TZVPD) results for a 2-piece molecular cluster, CH7N3O overall.

The geometry in ORCA input format:
```
! wB97M-V def2-TZVPD RIJCOSX def2/J DEFGRID3
* xyz 0 1
N -0.259 1.301 -1.758
C -0.157 0.685 -0.409
N 1.167 0.484 0.000
N -1.051 0.025 0.294
H -0.782 0.641 -2.431
H 0.608 1.660 -2.079
H 1.595 1.407 0.293
H 1.312 -0.135 0.808
H -2.051 0.071 0.206
H -0.231 -1.664 2.333
H -0.230 -2.058 0.986
O 0.079 -2.417 1.756
*
```

Calculated values
SMILES ... N=C(N)N.O
Gap between HOMO and LUMO ... 10.28 eV


Bottom line: (A), by a margin of 0.0428 hartree.


(A)
DFT (ωB97M-V/def2-TZVPD) results for Cl2H2O2P2 in the gas phase.

The geometry in ORCA input format:
```
! wB97M-V def2-TZVPD RIJCOSX def2/J DEFGRID3
* xyz 0 1
O 3.171 -0.445 -1.929
O 1.696 -0.314 0.191
P 0.342 0.492 -0.480
P 3.128 -0.314 -0.489
Cl 4.102 -1.619 0.574
Cl 4.126 1.897 0.370
H -0.247 0.574 0.785
H -0.312 -0.712 -0.783
*
```

Calculated values
SMILES ... O=P(Cl)(Cl)OP
Gap between HOMO and LUMO ... 9.47 eV


(B)
DFT (ωB97M-V/def2-TZVPD) results for Cl2H2O2P2 as an isolated structure.

The geometry in ORCA input format:
```
! wB97M-V def2-TZVPD RIJCOSX def2/J DEFGRID3
* xyz 0 1
O 0.932 -0.942 -1.278
O 0.006 0.877 0.162
P 1.202 -0.064 -0.138
P -1.465 0.266 -0.514
Cl -2.559 1.335 0.638
Cl -1.613 -1.508 0.373
H 1.344 -0.813 0.969
H 2.153 0.849 -0.212
*
```

Calculated values
Gap between HOMO and LUMO ... 10.83 eV


Bottom line: (B), by a margin of 0.0277 hartree.


(A)
DFT (ωB97M-V/def2-TZVPD) results for a 2-piece molecular cluster, CH7N2 overall.

The geometry in ORCA input format:
```
! wB97M-V def2-TZVPD RIJCOSX def2/J DEFGRID3
* xyz 1 1
N 0.653 0.288 -1.580
H 1.151 1.091 -1.951
H -0.145 0.132 -2.188
H 0.053 0.300 -0.186
H 1.294 -0.498 -1.598
C -0.982 -0.562 1.442
N -0.054 0.194 0.969
H -2.003 -0.278 1.197
H -0.748 -1.064 2.383
H 0.781 0.397 1.511
*
```

Calculated values
Gap between HOMO and LUMO ... 10.77 eV


(B)
DFT (ωB97M-V/def2-TZVPD) results for a 2-piece molecular cluster, CH7N2 overall.

The geometry in ORCA input format:
```
! wB97M-V def2-TZVPD RIJCOSX def2/J DEFGRID3
* xyz 1 1
C -2.011 -0.111 0.097
N -0.802 0.162 -0.258
N 1.812 -0.109 0.081
H -2.901 0.200 -0.354
H -2.073 -0.735 0.930
H 0.552 -0.158 -0.012
H -0.940 0.876 -0.956
H 2.176 -0.815 0.704
H 2.211 -0.043 -0.808
H 1.976 0.732 0.574
*
```

Calculated values
Gap between HOMO and LUMO ... 12.66 eV


Bottom line: (B), by a margin of 0.0123 hartree.


(A)
DFT (ωB97M-V/def2-TZVPD) results for a 2-piece molecular cluster, C2H2F2O2 overall.

The geometry in ORCA input format:
```
! wB97M-V def2-TZVPD RIJCOSX def2/J DEFGRID3
* xyz 0 1
C 0.073 -0.323 0.343
C 3.094 0.249 -0.176
O 2.402 1.155 -0.311
O 0.970 -1.067 0.283
F 3.420 -0.253 1.037
F 3.791 -0.391 -1.027
H -0.259 0.533 -0.299
H -0.640 -0.249 1.193
*
```

Calculated values
SMILES ... O=C(F)F.C=O
Gap between HOMO and LUMO ... 11.13 eV


(B)
DFT (ωB97M-V/def2-TZVPD) results for a 2-piece molecular cluster, C2H2F2O2 overall.

The geometry in ORCA input format:
```
! wB97M-V def2-TZVPD RIJCOSX def2/J DEFGRID3
* xyz 0 1
C -0.364 0.386 0.433
C 0.251 -0.305 1.347
O -1.550 0.906 0.663
O 1.932 -1.177 0.811
F 0.093 0.480 -0.870
F -0.087 -0.624 2.583
H -1.568 1.817 0.398
H 2.197 -0.688 0.017
*
```

Calculated values
Gap between HOMO and LUMO ... 10.00 eV


Bottom line: (A), by a margin of 0.1163 hartree.